The molecule C5H7NO3 in a non-equilibrium geometry, computed with ωB97M-V/def2-TZVPD.

```
16
C5H7NO3, DFT ωB97M-V/def2-TZVPD
C -1.349 -0.203 1.428
C -0.044 -0.287 -1.184
C -0.490 0.992 0.800
C 0.499 0.289 -0.022
C 0.873 -0.849 -2.255
N -1.427 -0.025 2.652
O -1.265 -0.232 -1.393
O -0.911 0.674 3.490
O 1.802 -0.059 0.355
H -1.522 -1.129 0.930
H -1.274 1.594 0.119
H -0.102 1.609 1.603
H 0.680 -1.879 -2.441
H 1.842 -0.616 -1.871
H 0.530 -0.367 -3.263
H 2.156 0.488 1.052
```

## Properties
ΔE to the lowest compared entry with this formula, charge and spin (kcal per mole): 144.2
Spin multiplicity: 1
E_tot (hartree): -475.01914
Highest occupied orbital energy (spin up / spin down) (hartree): -0.3424 / -0.3091
E_LUMO (spin up / spin down) (eV): -0.9 / -0.6